# 1
Computed, not measured: C60H51BiFN4O3P2SSi as an isolated structure, with ωB97M-V/def2-TZVPD.

Output
**HOMO level**: -9.82 eV
**Strongest force on any atom**: 0.034 hartree/bohr
**Total charge**: +1

Positions of all 124 atoms, in Å:
1 Bi -0.0514 0.1560 -0.3285
2 C -0.7213 -0.1284 3.3588
3 Si -0.9328 -1.0982 1.7276
4 C 0.1535 -2.6715 1.9624
5 C 0.0520 -3.3714 3.1624
6 C 0.9256 -4.3867 3.5058
7 C 1.9696 -4.7044 2.6518
8 C 2.0804 -4.0501 1.4398
9 C 1.1778 -3.0538 1.0791
10 P 1.2330 -2.3882 -0.6324
11 C 2.8860 -1.6737 -0.9446
12 C 3.9489 -1.6366 -0.0543
13 C 5.1388 -1.0381 -0.4324
14 C 5.2597 -0.4469 -1.6769
15 C 4.1987 -0.4809 -2.5694
16 C 3.0203 -1.1036 -2.2087
17 C 1.4888 -3.9568 -1.5631
18 C 2.7491 -4.5165 -1.7531
19 C 2.8726 -5.7360 -2.3891
20 C 1.7504 -6.4066 -2.8483
21 C 0.4963 -5.8422 -2.6828
22 C 0.3713 -4.6160 -2.0554
23 C -2.8108 -1.3497 1.4444
24 C -3.7193 -1.5268 2.4869
25 C -5.0719 -1.7113 2.2563
26 C -5.5609 -1.7272 0.9586
27 C -4.6879 -1.5280 -0.0938
28 C -3.3336 -1.3163 0.1457
29 P -2.1953 -1.3067 -1.2811
30 C -2.7310 -2.9896 -1.8200
31 C -2.5622 -4.0156 -0.8901
32 C -3.0036 -5.2930 -1.1729
33 C -3.6258 -5.5571 -2.3836
34 C -3.8042 -4.5409 -3.3069
35 C -3.3559 -3.2578 -3.0307
36 C -2.8173 -0.2584 -2.6287
37 C -3.8586 0.6500 -2.5318
38 C -4.1582 1.4630 -3.6099
39 C -3.4299 1.3700 -4.7834
40 C -2.3840 0.4658 -4.8817
41 C -2.0699 -0.3367 -3.8031
42 H -1.1183 -0.6402 4.2296
43 H 0.3355 0.0464 3.5439
44 H -1.2204 0.8333 3.2853
45 H -0.7454 -3.1060 3.8371
46 H 0.8020 -4.9204 4.4374
47 H 2.6836 -5.4679 2.9222
48 H 2.8822 -4.3160 0.7667
49 H 3.8399 -2.0440 0.9387
50 H 5.9610 -1.0163 0.2656
51 H 6.1801 0.0518 -1.9431
52 H 4.2823 -0.0032 -3.5339
53 H 2.1938 -1.1491 -2.9077
54 H 3.6327 -4.0016 -1.4076
55 H 3.8538 -6.1639 -2.5197
56 H 1.8560 -7.3627 -3.3346
57 H -0.3927 -6.3467 -3.0374
58 H -0.6001 -4.1641 -1.9306
59 H -3.3602 -1.5207 3.5044
60 H -5.7506 -1.8561 3.0846
61 H -6.6084 -1.9110 0.7690
62 H -5.0511 -1.5697 -1.1135
63 H -2.0811 -3.8016 0.0558
64 H -2.8581 -6.0793 -0.4484
65 H -3.9760 -6.5535 -2.6036
66 H -4.3006 -4.7419 -4.2468
67 H -3.5115 -2.4724 -3.7582
68 H -4.4069 0.7378 -1.6074
69 H -4.9649 2.1748 -3.5301
70 H -3.6728 2.0051 -5.6221
71 H -1.8132 0.3893 -5.7958
72 H -1.2458 -1.0406 -3.8585
73 C 3.1937 2.2211 3.5330
74 N 3.0137 2.9586 2.3180
75 C 3.1989 4.3013 2.1481
76 C 2.9284 4.5890 0.8597
77 N 2.5774 3.4135 0.2157
78 C 2.6358 2.4003 1.1414
79 S 2.4509 0.7503 0.9893
80 C 2.2066 3.3335 -1.1334
81 C 2.3393 4.4421 -1.9757
82 C 1.9127 4.3232 -3.2835
83 C 1.3748 3.1186 -3.7112
84 C 1.3242 2.0730 -2.8118
85 N 1.7321 2.1728 -1.5575
86 H 3.2126 2.9181 4.3667
87 H 4.1230 1.6508 3.4972
88 H 2.3739 1.5120 3.6472
89 H 3.5083 4.9452 2.9465
90 H 2.9556 5.5352 0.3670
91 H 2.7681 5.3715 -1.6415
92 H 2.0109 5.1551 -3.9649
93 H 0.9991 2.9963 -4.7110
94 H 0.9263 1.1080 -3.0984
95 C -1.3314 7.6094 -0.8077
96 C -1.6761 7.2841 0.6441
97 C -0.8723 8.1913 1.5789
98 C -1.1655 7.8399 3.0309
99 C -0.8008 6.4065 3.2512
100 C -0.3318 5.9790 4.4730
101 C 0.0499 4.6556 4.6537
102 F 0.5262 4.2792 5.8527
103 C -0.0195 3.7489 3.6285
104 C -0.5137 4.1600 2.3866
105 C -0.6217 3.1711 1.3190
106 O -0.0417 2.0723 1.3961
107 C -1.4028 3.5974 0.2016
108 C -1.7187 4.9122 0.0529
109 N -1.4091 5.8724 0.9505
110 C -0.9099 5.4953 2.1798
111 C -1.7464 2.5690 -0.8534
112 O -1.6928 2.8797 -2.0306
113 O -2.0108 1.4022 -0.3728
114 H -1.4018 8.6837 -0.9515
115 H -2.0079 7.1378 -1.5126
116 H -0.3165 7.2906 -1.0345
117 H -2.7450 7.4659 0.8176
118 H -1.1434 9.2299 1.3855
119 H 0.1967 8.0717 1.3786
120 H -2.2260 8.0006 3.2441
121 H -0.5970 8.4772 3.7084
122 H -0.2593 6.6653 5.3009
123 H 0.2766 2.7211 3.7530
124 H -2.2309 5.2057 -0.8503


# 2
Computed, not measured: C60H52BCl2N2O6P3TeY as an isolated structure, with ωB97M-V/def2-TZVPD.

Output
**Energy above the lowest of the compared OMol25 structures with the same formula, charge and spin**: 0.000 eV
**HOMO level**: -3.78 eV
**Strongest force on any atom**: 0.028 hartree/bohr
**Total charge**: -1

Positions of all 128 atoms, in Å:
1 Y -0.9565 0.0019 0.8901
2 Te -2.5065 -0.0702 -4.6328
3 C -1.2612 0.5599 -6.2266
4 C -1.2037 -0.1219 -7.4359
5 C -0.3099 0.2978 -8.4087
6 N 0.5178 1.3299 -8.2698
7 C 0.4556 1.9802 -7.1093
8 C -0.3990 1.6436 -6.0737
9 C -1.2304 0.1410 -3.0627
10 P -0.5886 -1.2469 -2.1846
11 C -1.6228 -2.7053 -2.5831
12 C -1.3661 -3.5694 -3.6431
13 C -2.2293 -4.6177 -3.9262
14 C -3.3593 -4.8210 -3.1486
15 C -3.6213 -3.9704 -2.0829
16 C -2.7562 -2.9260 -1.8092
17 C 0.9802 -1.7180 -3.0160
18 C 1.8684 -2.5761 -2.3675
19 C 3.0973 -2.8828 -2.9299
20 C 3.4632 -2.3306 -4.1507
21 C 2.5883 -1.4772 -4.8072
22 C 1.3575 -1.1751 -4.2431
23 P -1.4876 1.4118 -1.8493
24 C -0.0643 2.5817 -2.0580
25 C -0.0937 3.8716 -1.5241
26 C 1.0092 4.7020 -1.5978
27 C 2.1822 4.2499 -2.1949
28 C 2.2313 2.9670 -2.7119
29 C 1.1144 2.1418 -2.6461
30 C -2.8814 2.4655 -2.3824
31 C -2.7576 3.5381 -3.2605
32 C -3.8786 4.2339 -3.6859
33 C -5.1378 3.8701 -3.2336
34 C -5.2716 2.8098 -2.3488
35 C -4.1493 2.1150 -1.9254
36 H -1.8282 -0.9863 -7.6218
37 H -0.2477 -0.2431 -9.3483
38 H 1.1303 2.8240 -6.9983
39 H -0.3702 2.2029 -5.1470
40 H -0.4843 -3.4258 -4.2553
41 H -2.0173 -5.2788 -4.7577
42 H -4.0301 -5.6421 -3.3672
43 H -4.4875 -4.1327 -1.4536
44 H -2.9396 -2.2717 -0.9666
45 H 1.5854 -3.0201 -1.4182
46 H 3.7703 -3.5539 -2.4105
47 H 4.4262 -2.5660 -4.5867
48 H 2.8616 -1.0402 -5.7598
49 H 0.6760 -0.5030 -4.7508
50 H -0.9963 4.2282 -1.0371
51 H 0.9617 5.7008 -1.1823
52 H 3.0448 4.9012 -2.2624
53 H 3.1373 2.5997 -3.1789
54 H 1.1473 1.1475 -3.0753
55 H -1.7806 3.8313 -3.6223
56 H -3.7656 5.0578 -4.3796
57 H -6.0125 4.4108 -3.5730
58 H -6.2495 2.5209 -1.9860
59 H -4.2544 1.2877 -1.2337
60 O -3.5903 -0.2583 0.5625
61 H -3.8194 0.0807 1.4377
62 H -3.7469 -1.2108 0.6049
63 O 1.5198 -0.5189 0.2614
64 H 1.7975 -0.2786 -0.6308
65 H 1.0858 -1.3989 0.1906
66 O 0.5786 2.2433 0.9203
67 H -0.0987 2.9181 1.0674
68 H 0.7733 1.8573 1.7994
69 O -2.3728 1.8014 3.7161
70 B -1.9696 1.8140 2.3407
71 O -2.0382 3.2038 1.9442
72 C -2.4430 3.9301 3.0205
73 C -2.6501 5.2880 3.1182
74 C -3.0693 5.7733 4.3572
75 C -3.2669 4.9185 5.4365
76 C -3.0564 3.5442 5.3224
77 C -2.6433 3.0764 4.0940
78 H -2.4968 5.9389 2.2686
79 H -3.2454 6.8338 4.4796
80 H -3.5905 5.3268 6.3852
81 H -3.2090 2.8700 6.1534
82 O 0.9239 0.4391 2.7692
83 P 2.2072 -0.2467 3.1391
84 C 3.6921 0.3629 2.3171
85 C 3.6008 1.2633 1.2604
86 C 4.7560 1.7269 0.6459
87 C 5.9989 1.2929 1.0755
88 C 6.0966 0.3980 2.1328
89 C 4.9471 -0.0599 2.7534
90 C 2.4851 0.0613 4.9003
91 C 3.2671 -0.7715 5.6946
92 C 3.4633 -0.4779 7.0340
93 C 2.8647 0.6427 7.5924
94 C 2.0621 1.4611 6.8121
95 C 1.8714 1.1732 5.4697
96 C 2.1356 -2.0229 2.9747
97 C 3.0667 -2.7758 2.2698
98 C 2.9346 -4.1553 2.2093
99 C 1.8752 -4.7796 2.8485
100 C 0.9368 -4.0315 3.5472
101 C 1.0657 -2.6558 3.6066
102 H 2.6412 1.5918 0.8949
103 H 4.6730 2.4240 -0.1774
104 H 6.8961 1.6487 0.5845
105 H 7.0653 0.0579 2.4740
106 H 5.0347 -0.7513 3.5817
107 H 3.6996 -1.6727 5.2756
108 H 4.0721 -1.1331 7.6432
109 H 3.0135 0.8690 8.6399
110 H 1.5730 2.3227 7.2474
111 H 1.2303 1.7967 4.8606
112 H 3.8750 -2.2903 1.7379
113 H 3.6442 -4.7408 1.6402
114 H 1.7583 -5.8527 2.7738
115 H 0.0879 -4.5156 4.0107
116 H 0.3146 -2.0707 4.1253
117 Cl 0.0261 -4.8509 -0.1469
118 C -1.1191 -4.5228 1.1399
119 C -1.7351 -5.5942 1.7391
120 C -2.6276 -5.4178 2.7970
121 C -2.8766 -4.1162 3.2312
122 C -2.2538 -3.0659 2.5996
123 Cl -2.5231 -1.4332 3.2092
124 C -1.3066 -3.1516 1.5152
125 N -0.7139 -2.1113 1.0120
126 H -1.5059 -6.5877 1.3737
127 H -3.1069 -6.2631 3.2681
128 H -3.5457 -3.9190 4.0590


Q: The lowest total charge belongs to which entry?
A: C60H52BCl2N2O6P3TeY


Q: Which of these has the highest strongest force on any atom?
A: C60H51BiFN4O3P2SSi


Q: Among the records above, which one has the highest strongest force on any atom?
A: C60H51BiFN4O3P2SSi


Q: What is the formula in the second record?
A: C60H52BCl2N2O6P3TeY